Entry 1:
C33H39N6O3PbSSi as an isolated structure, computed with wB97M-V/def2-TZVPD.

Computed properties:
Net charge ... -1
E_HOMO ... -0.1319 Eh
HOMO-LUMO gap ... 5.9 eV
Total energy ... -2715.81085 a.u.
Energy relative to the best compared isomer or geometry (same formula, charge and spin) ... 28.7 kJ/mol

```
84
Properties=species:S:1:pos:R:3:mulliken_charge:R:1
Pb -0.639 -0.007 -0.421 0.73
N -3.329 -3.769 -2.023 -0.51
C -2.622 -2.907 -1.214 0.48
S -2.905 -1.229 -1.527 -0.50
N -1.893 -3.513 -0.315 -1.47
N -1.088 -2.709 0.432 1.41
C -0.743 -3.225 1.551 -1.73
C 0.097 -2.535 2.536 1.33
C 0.275 -3.118 3.794 -0.84
C 0.984 -2.428 4.758 -0.63
C 1.484 -1.169 4.455 -0.80
C 1.276 -0.680 3.172 -0.78
N 0.628 -1.348 2.231 1.01
H -4.126 -3.378 -2.493 0.25
H -3.411 -4.710 -1.674 0.24
H -1.140 -4.202 1.835 0.16
H -0.150 -4.091 4.000 0.48
H 1.132 -2.859 5.741 0.39
H 2.019 -0.581 5.188 0.49
H 1.642 0.300 2.882 0.50
N 2.750 -1.839 -3.135 -0.45
C 1.628 -1.273 -2.594 0.40
O 0.989 -1.862 -1.734 -0.56
C 1.252 0.090 -3.117 0.16
C -0.162 0.491 -2.748 -1.71
H 3.161 -2.580 -2.590 0.29
H 3.391 -1.223 -3.606 0.23
H 1.467 0.098 -4.197 0.44
H 1.978 0.779 -2.668 -0.17
H -0.893 -0.078 -3.323 0.78
H -0.309 1.551 -2.967 0.26
C -4.793 2.050 1.337 -1.15
Si -3.044 1.632 1.930 0.08
C -2.844 2.314 3.688 -1.13
C -3.042 -0.231 2.171 -0.54
N -1.780 2.123 0.895 0.43
C -1.345 3.401 0.851 0.15
C -2.095 4.532 1.274 -0.18
C -1.606 5.825 1.272 -0.98
C -0.312 6.093 0.847 -0.76
C 0.462 5.023 0.414 -0.38
C -0.045 3.739 0.389 -0.09
O 0.786 2.673 0.015 -0.13
C 1.717 2.894 -0.961 0.32
C 2.992 2.391 -0.749 -0.60
C 3.966 2.538 -1.727 -0.36
C 3.672 3.184 -2.917 -0.54
C 2.387 3.675 -3.126 -0.80
C 1.409 3.537 -2.157 0.04
H -5.540 1.682 2.044 0.33
H -4.969 1.555 0.378 0.28
H -4.962 3.118 1.190 0.35
H -3.621 1.914 4.345 0.34
H -2.876 3.402 3.748 0.38
H -1.876 1.991 4.079 0.26
H -3.901 -0.501 2.792 0.47
H -2.138 -0.562 2.686 -0.05
H -3.123 -0.787 1.238 0.02
H -3.111 4.366 1.607 0.21
H -2.247 6.631 1.609 0.37
H 0.089 7.098 0.846 0.38
H 1.482 5.189 0.086 0.44
H 3.195 1.860 0.166 0.18
H 4.955 2.131 -1.555 0.39
H 4.430 3.295 -3.682 0.37
H 2.140 4.163 -4.061 0.35
H 0.407 3.912 -2.314 0.58
C 4.549 -0.675 2.121 -1.53
C 3.880 -1.505 1.048 0.54
O 3.633 -1.037 -0.041 -0.45
C 3.568 -2.934 1.352 0.57
C 4.256 -3.632 2.340 -0.33
C 3.973 -4.970 2.571 -0.70
C 2.987 -5.605 1.830 -0.54
C 2.282 -4.903 0.861 -0.62
C 2.572 -3.570 0.617 -0.24
H 4.326 0.375 1.949 0.25
H 5.630 -0.811 2.045 0.46
H 4.234 -0.964 3.121 0.40
H 5.019 -3.138 2.927 0.40
H 4.517 -5.513 3.333 0.39
H 2.757 -6.646 2.020 0.39
H 1.487 -5.382 0.304 0.52
H 2.007 -3.008 -0.119 0.59
```


Entry 2:
C16H22BF5NO17Tl as an isolated structure in a non-equilibrium geometry, computed with wB97M-V/def2-TZVPD.

Computed properties:
Net charge ... +2
E_HOMO ... -0.5790 Eh
HOMO-LUMO gap ... 2.0 eV
Total energy ... -2652.30728 a.u.

```
63
Properties=species:S:1:pos:R:3:mulliken_charge:R:1
Tl -18.210 -2.599 -13.111 1.03
B -19.609 0.083 -12.806 1.87
H -20.052 0.998 -12.446 -0.65
H -19.866 -0.209 -13.812 -0.23
H -18.531 0.117 -12.856 -0.41
H -19.944 -0.684 -12.125 -0.30
C -13.545 1.673 -14.386 -0.54
C -13.909 2.547 -13.126 0.33
O -14.810 1.673 -12.509 -0.17
C -15.246 0.641 -13.304 0.49
O -16.131 -0.217 -13.029 -0.47
O -14.573 0.743 -14.470 -0.29
F -14.519 3.644 -13.479 -0.28
H -12.625 1.163 -14.101 0.31
H -13.283 2.218 -15.293 0.37
H -13.061 2.856 -12.516 0.32
C -18.092 2.627 -11.087 0.66
C -17.226 3.253 -10.030 0.37
O -17.038 4.532 -10.583 -0.29
C -18.209 4.885 -11.193 0.59
O -18.532 5.960 -11.604 -0.46
O -18.967 3.727 -11.287 -0.27
F -16.057 2.596 -9.785 -0.23
H -18.668 1.736 -10.838 -0.37
H -17.544 2.438 -12.010 -0.17
H -17.819 3.159 -9.120 0.33
C -20.720 3.601 -13.955 -0.07
C -20.274 2.761 -15.165 0.33
O -20.315 3.719 -16.183 -0.37
C -21.369 4.559 -15.885 0.59
O -21.830 5.416 -16.642 -0.44
O -21.646 4.408 -14.639 -0.31
F -21.155 1.704 -15.488 -0.33
H -19.817 4.120 -13.633 0.10
H -21.106 3.075 -13.082 0.22
H -19.274 2.328 -15.181 0.36
C -22.201 -1.062 -18.096 -0.44
C -20.772 -0.370 -18.212 0.26
O -20.010 -1.099 -17.241 -0.29
C -20.893 -1.572 -16.273 0.60
O -20.527 -2.133 -15.262 -0.49
O -22.206 -1.449 -16.765 -0.25
F -21.014 0.924 -17.900 -0.23
H -22.310 -1.911 -18.772 0.31
H -22.992 -0.325 -18.236 0.29
H -20.180 -0.333 -19.126 0.35
C -21.215 -0.226 -9.978 0.08
C -22.381 -0.585 -10.857 0.66
O -23.510 -0.249 -10.071 -0.27
C -23.190 0.289 -9.023 0.54
O -23.868 0.934 -8.239 -0.41
O -21.879 0.120 -8.793 -0.34
F -22.420 -1.904 -11.073 -0.29
H -20.664 0.624 -10.380 -0.17
H -20.474 -1.017 -9.867 0.23
H -22.330 -0.046 -11.803 0.21
C -16.919 -1.784 -8.173 -0.88
N -17.301 -0.723 -9.154 0.75
O -17.522 -1.056 -10.313 -0.41
O -17.304 0.462 -8.762 -0.42
H -17.528 -1.833 -7.270 0.31
H -15.876 -1.546 -7.963 0.35
H -16.953 -2.731 -8.712 0.33
```